Here is C23H50NO15S as an isolated structure from the OMol25 dataset. Energies are from ωB97M-V/def2-TZVPD.

As for the net charge: -1. The electronic energy comes out at -67684.9351 eV. The energy above the lowest of the compared OMol25 structures with the same formula, charge and spin is 166.1 kcal per mole. For the largest force on an atom, the calculation gives 11.5 eV/Å. The value obtained for the HOMO energy is -3.2 eV.

Last column: Mulliken charge in e.
CARTESIAN COORDINATES (ANGSTROEM)
N 0.34 0.14 0.00  1.271
H 0.69 -0.77 0.14  -0.375
H -0.65 -0.12 -0.05  0.072
H 0.58 0.34 -0.94  0.016
H 0.48 0.88 0.66  -0.218
S -0.97 -0.82 3.14  0.898
O -0.55 -0.57 4.51  -0.779
O -1.25 0.41 2.47  -0.644
O 0.02 -1.51 2.43  -0.557
O -2.21 -1.52 3.19  -0.741
O 2.79 1.28 1.91  -0.553
C 2.65 1.74 3.01  0.726
O 2.85 2.99 3.31  -0.346
C 3.22 4.07 2.44  0.615
C 3.14 5.35 3.17  -1.397
C 2.34 0.86 4.15  -0.717
H 2.44 3.88 1.71  -0.446
H 4.09 3.96 1.82  0.305
H 3.92 5.51 4.00  0.318
H 2.31 5.80 3.75  0.306
H 3.56 6.11 2.62  0.490
H 1.57 0.06 4.03  0.019
H 1.88 1.62 4.84  0.336
H 3.18 0.50 4.71  0.286
O -1.70 -1.99 -1.17  -0.310
C -2.50 -2.99 -1.32  0.699
O -3.46 -3.23 -0.34  -0.388
C -3.99 -2.21 0.48  0.263
C -5.17 -1.56 -0.22  -1.321
C -2.37 -3.98 -2.25  -1.294
H -3.14 -1.63 0.55  -0.105
H -4.06 -2.52 1.55  0.354
H -5.58 -2.33 -0.54  0.578
H -4.85 -0.94 -1.02  0.203
H -5.87 -0.97 0.51  0.305
H -2.83 -3.58 -3.14  0.322
H -3.28 -4.47 -2.11  0.496
H -1.45 -4.49 -2.27  0.342
O 1.16 -3.89 4.33  -0.573
C 1.91 -4.38 3.45  0.804
O 2.31 -3.82 2.28  -0.379
C 2.10 -2.49 1.94  0.487
C 2.62 -2.20 0.61  -1.498
C 2.45 -5.77 3.53  -1.453
H 2.63 -2.04 2.81  0.248
H 0.89 -2.25 1.98  0.203
H 2.50 -1.21 0.41  0.406
H 1.94 -3.01 -0.12  0.053
H 3.69 -2.19 0.57  0.483
H 3.47 -5.67 3.48  0.344
H 2.06 -6.42 2.94  0.458
H 1.99 -6.20 4.43  0.356
O -0.99 4.77 -0.71  -0.674
C -0.40 3.88 -0.10  0.560
O 0.58 3.19 -0.61  0.293
C 1.17 3.53 -1.81  -0.507
C 2.19 2.53 -2.34  -0.679
C -0.80 3.34 1.26  -0.523
H 1.46 4.61 -1.82  0.342
H 0.59 3.43 -2.55  0.334
H 2.73 2.73 -3.41  0.301
H 1.74 1.70 -2.59  -0.136
H 3.06 2.27 -1.66  0.275
H 0.07 2.97 1.92  -0.045
H -1.59 2.54 1.13  0.108
H -1.13 4.25 1.81  0.414
O -1.45 0.95 -2.61  -0.397
C -1.86 1.52 -3.59  0.901
O -3.05 2.24 -3.50  -0.362
C -3.59 2.45 -2.28  0.058
C -5.17 2.47 -2.44  -1.353
C -1.38 1.36 -4.99  -1.660
H -3.32 3.54 -1.87  0.107
H -3.31 1.82 -1.59  0.256
H -5.35 3.44 -3.20  0.246
H -5.52 2.79 -1.55  0.482
H -5.51 1.47 -2.77  0.338
H -1.32 2.12 -5.54  0.571
H -1.87 0.53 -5.38  0.445
H -0.39 0.78 -5.13  0.262
C 1.57 -1.76 -3.54  -1.638
C 2.04 -2.25 -2.06  1.176
O 2.86 -1.47 -1.37  -0.549
C 1.49 -3.49 -1.52  -1.165
H 0.47 -1.78 -3.70  0.185
H 2.08 -2.38 -4.06  0.904
H 1.82 -0.68 -3.82  0.157
H 1.47 -4.00 -2.46  0.568
H 0.53 -3.55 -1.14  0.110
H 2.14 -3.58 -0.80  0.328

Here is one molecule with the formula C7H6 from the OMol25 dataset. Energies are from ωB97M-V/def2-TZVPD.

The electronic energy comes out at -7349.1931 eV. The energy above the lowest of the compared OMol25 structures with the same formula, charge and spin is 99.3 kcal per mole. For the largest force on an atom, the calculation gives 5.9 eV/Å. The value obtained for the HOMO energy is -8.5 eV.

Last column: natural (NBO) charge in e.
CARTESIAN COORDINATES (ANGSTROEM)
C -2.66 -0.67 0.07  -0.037
C -3.43 0.36 -0.12  -0.077
C -1.87 0.82 -0.01  -0.440
C 1.72 -0.61 -0.18  -0.331
C -1.39 -1.31 0.10  -0.272
C 0.80 0.26 0.12  -0.239
C -0.60 -0.12 0.07  0.022
H -1.66 1.50 -0.96  0.260
H -1.84 1.50 0.94  0.259
H 1.50 -1.61 -0.40  0.201
H 2.65 -0.15 -0.34  0.205
H -1.02 -2.28 0.23  0.233
H 1.00 1.33 0.15  0.217

Here is a 2-piece molecular cluster, C3H9N2O2P overall from the OMol25 dataset. Energies are from ωB97M-V/def2-TZVPD.

The electronic energy comes out at -19619.6251 eV. The energy above the lowest of the compared OMol25 structures with the same formula, charge and spin is 86.8 kcal per mole. For the largest force on an atom, the calculation gives 5.8 eV/Å. The value obtained for the HOMO energy is -9.0 eV.

Last column: natural (NBO) charge in e.
CARTESIAN COORDINATES (ANGSTROEM)
C -0.57 -1.85 -0.14  -0.312
C -0.92 -0.70 0.41  -0.615
C 1.92 0.69 -0.30  -0.108
N -2.04 1.47 -0.59  -1.201
N 2.95 0.26 0.34  -0.722
O -3.22 0.52 1.40  -0.978
O -3.45 -0.69 -0.91  -1.075
P -2.57 -0.01 0.03  2.243
H 0.56 -2.19 -0.05  0.180
H -1.19 -2.49 -0.55  0.193
H -0.11 -0.18 0.92  0.252
H 2.19 0.36 -1.32  0.089
H -1.33 1.96 -0.08  0.398
H -1.73 1.35 -1.56  0.395
H 3.73 -0.15 -0.07  0.371
H 2.89 0.36 1.35  0.381
H -3.93 1.15 1.11  0.509